C51H64As2N6OS6TeTi | wB97M-V/def2-TZVPD

Output
expectation value of S² = 0.75
2S+1 = 2
HOMO-LUMO gap (spin up / spin down) = 4.8 / 4.8 eV
total charge = -1

Last column: Löwdin charge in e.
Positions of all 132 atoms, in Å:
N (-0.591, -0.912, -0.679)  -0.2994
S (3.328, 0.318, -0.097)  1.0103
C (-5.676, -0.661, 0.305)  -0.0996
H (-3.154, -0.528, -6.362)  0.1018
H (-1.456, 4.867, 3.111)  0.1286
C (-0.406, 3.056, 2.456)  -0.1799
H (0.728, -3.894, 2.388)  0.0231
C (-2.200, -0.040, -3.148)  -0.4284
H (6.492, 0.825, 3.577)  0.1099
C (-4.694, 2.280, -1.897)  -0.3194
H (-3.643, -5.598, -0.489)  0.0991
H (-3.505, 3.687, 2.543)  0.1334
H (2.763, -4.443, 0.130)  0.0165
H (-4.843, -0.750, 1.009)  0.0497
N (1.721, 0.374, 0.137)  -0.4276
C (3.225, -1.820, -3.685)  -0.9316
C (-6.735, 2.836, -0.702)  -0.2998
Ti (0.442, -0.866, 1.138)  0.2840
As (2.784, -2.557, 1.813)  1.1120
H (5.658, -0.212, 1.477)  0.1086
H (-2.810, 1.284, 1.006)  0.0151
C (3.771, 2.770, 3.049)  -0.0673
H (4.253, -1.256, 3.379)  0.0316
N (4.468, -2.215, -3.304)  0.0826
C (5.599, 1.205, 3.098)  -0.0741
C (-2.403, 1.986, 1.724)  -0.2270
H (1.347, -0.035, -0.729)  -0.0782
C (3.660, -3.557, 6.579)  -0.0741
C (3.584, -2.819, 5.410)  -0.0492
C (-3.664, 2.706, -2.914)  -0.0729
H (4.407, -3.778, 0.228)  -0.0020
H (5.269, 2.711, 4.588)  0.1056
H (6.098, 3.723, -2.300)  0.1024
H (-4.864, -1.233, -4.956)  0.0733
C (-4.416, -0.916, -4.012)  -0.0685
N (3.092, -1.472, -4.995)  0.0780
As (-0.737, -0.626, 3.931)  -0.4199
S (1.267, -0.037, 3.268)  0.0870
H (2.136, -4.564, 3.248)  0.0354
H (-0.283, 0.669, -2.556)  0.0547
C (-3.119, -4.928, -2.457)  -0.1013
H (2.440, 2.570, 1.358)  0.0896
H (-2.492, 5.242, 1.002)  0.1792
C (5.137, 0.621, 1.932)  -0.1140
H (3.831, -4.906, 1.479)  0.0137
H (3.734, -1.849, -5.673)  0.0929
H (-5.750, 4.140, -2.087)  0.1074
C (4.322, -2.301, 3.082)  -0.3331
H (-0.658, 2.698, 3.459)  0.0193
S (-1.703, 1.002, 4.957)  -0.0914
H (-1.076, 1.776, -0.538)  0.0521
H (4.613, -5.195, 7.595)  0.0911
C (4.530, -4.637, 6.670)  -0.1108
C (3.538, -4.094, 0.813)  -0.3021
H (3.041, -3.283, 7.424)  0.1052
H (2.921, -1.961, 5.350)  0.1013
C (-1.365, -3.192, -1.178)  -0.2140
C (-4.633, 1.012, -1.294)  -0.3190
H (5.956, -5.849, 5.624)  0.0914
H (-3.885, 3.337, 0.833)  0.1207
H (4.543, -2.588, -2.372)  0.0810
H (-2.566, 1.589, 2.726)  0.0035
H (-0.251, 5.175, 1.846)  0.1230
H (-3.901, 2.285, -3.895)  0.0839
C (-7.848, 3.805, -0.396)  -0.0676
C (-1.447, -3.205, -2.571)  -0.0695
C (3.090, 2.648, -3.418)  -0.0724
H (-3.633, 3.795, -3.018)  0.0708
H (-7.451, 4.776, -0.095)  0.0691
C (1.626, -3.646, 2.951)  -0.2971
C (-3.021, -4.929, -1.071)  -0.0812
H (5.490, 2.232, -0.431)  0.1054
N (-2.052, 4.339, 1.153)  -0.0927
C (-0.430, 0.560, -4.691)  -0.1132
O (0.422, -2.615, 0.349)  -0.2975
C (-5.658, 0.680, -0.386)  -0.3227
C (5.202, -4.264, 4.392)  -0.0674
H (-7.468, 1.290, 0.583)  0.1070
C (-0.469, -2.207, -0.512)  -0.7403
H (-2.394, -4.066, -4.286)  0.1003
H (-4.391, -1.764, -3.323)  0.0602
H (4.564, 3.990, -4.223)  0.0998
C (-2.526, -0.254, -5.521)  -0.0649
H (-2.677, 2.329, -2.649)  0.0402
C (5.289, -4.997, 5.566)  -0.1086
C (4.364, -3.153, 4.302)  -0.3089
C (-0.707, 2.547, 0.141)  -0.1591
C (3.994, 1.122, 1.327)  -0.4427
H (1.809, 1.278, -2.378)  0.0652
H (5.110, -2.573, -3.992)  0.0943
S (-1.787, -1.207, 2.079)  0.1525
Te (-2.774, -0.368, -1.117)  1.5604
H (5.809, -4.542, 3.537)  0.1015
S (1.969, -1.683, -2.616)  0.7705
H (3.233, 3.594, 3.501)  0.1094
C (-2.322, -4.070, -3.204)  -0.0922
S (-0.743, -2.227, 5.326)  -0.1487
C (-3.025, -0.392, -4.227)  -0.3184
C (3.318, 2.207, 1.874)  -0.1137
H (-3.808, -5.601, -2.953)  0.0926
H (-6.604, -0.796, 0.862)  0.0713
H (5.229, -2.430, 2.484)  0.0621
N (-0.960, 2.105, 1.505)  -0.1369
H (-8.479, 3.961, -1.274)  0.0735
H (-2.065, -4.060, 0.650)  0.1127
C (-1.242, 0.213, -5.760)  -0.1043
C (-1.440, 3.886, -0.132)  -0.0526
H (0.582, 0.918, -4.855)  0.0823
H (-0.763, 4.667, -0.483)  0.1271
H (2.143, -1.324, -5.300)  0.0797
H (2.413, 2.767, -4.255)  0.1010
C (-0.999, 4.466, 2.206)  -0.0634
C (-6.687, 1.580, -0.114)  -0.0334
C (4.295, 3.340, -3.401)  -0.0857
C (2.750, 1.811, -2.371)  -0.0867
C (-2.139, -4.074, -0.431)  -0.0263
C (5.155, 3.191, -2.320)  -0.0841
H (-0.873, 0.299, -6.776)  0.0907
C (4.912, 2.270, 3.667)  -0.0591
H (-0.810, -2.541, -3.140)  0.0821
C (-3.095, 3.357, 1.587)  -0.0459
H (-5.050, -0.152, -3.561)  0.0650
H (1.329, -3.100, 3.847)  -0.0634
C (-5.728, 3.167, -1.600)  -0.0542
C (4.820, 2.350, -1.274)  -0.0790
H (0.679, 3.069, 2.367)  0.0897
C (-0.916, 0.431, -3.400)  -0.1724
H (0.369, 2.643, -0.007)  0.1013
H (-5.578, -1.468, -0.424)  0.0619
C (3.601, 1.674, -1.280)  -0.3435
H (-2.246, 3.755, -0.853)  0.1090
H (-8.482, 3.429, 0.407)  0.0677

C51H64AsF6N10O4 | wB97M-V/def2-TZVPD

Output
HOMO-LUMO gap = 3.5 eV
total charge = +7

Last column: Löwdin charge in e.
Positions of all 136 atoms, in Å:
H (25.638, -13.423, 21.195)  0.0999
O (26.987, -12.211, 19.331)  0.1418
H (17.323, -17.388, 14.565)  0.1228
C (22.056, -23.818, 19.674)  0.0424
H (23.549, -21.463, 21.610)  0.1143
C (9.379, -15.432, 15.378)  0.0440
C (27.735, -4.642, 20.385)  0.0260
H (16.755, -18.584, 13.331)  0.1128
N (20.797, -7.062, 16.128)  -0.0960
C (22.887, -5.866, 16.124)  0.0908
C (25.175, -13.636, 20.231)  0.0192
C (16.856, -17.530, 13.591)  0.0577
As (23.422, -11.801, 12.560)  0.8787
C (26.940, -14.299, 17.064)  0.0572
C (22.933, -29.814, 20.502)  0.0343
H (17.087, -10.794, 25.104)  0.1492
H (8.671, -15.657, 16.162)  0.1533
C (22.357, -26.049, 20.561)  -0.1462
H (25.328, -4.051, 21.053)  0.1565
H (25.554, -6.621, 16.835)  0.1385
C (15.290, -15.637, 13.782)  0.0522
H (18.786, -6.609, 25.482)  0.1197
C (17.184, -7.795, 22.796)  0.0618
H (7.537, -12.765, 14.367)  0.1119
H (27.744, -5.895, 18.189)  0.1577
H (22.175, -7.120, 19.194)  0.1252
H (19.958, -27.315, 20.076)  0.1365
N (15.375, -13.921, 21.606)  -0.0566
O (19.343, -15.703, 18.048)  -0.0917
C (21.422, -31.758, 19.937)  0.0917
H (15.996, -15.427, 20.274)  0.1164
C (23.089, -28.431, 20.579)  0.0597
C (23.095, -25.505, 21.613)  0.0863
H (12.524, -18.150, 14.338)  0.1462
F (21.660, -11.564, 12.766)  -0.3155
C (24.256, -5.653, 18.188)  -0.1249
H (20.522, -32.008, 20.499)  0.1106
H (24.932, -14.696, 20.158)  0.0960
H (23.475, -26.064, 22.455)  0.1433
H (27.593, -4.595, 21.464)  0.1221
H (14.313, -15.049, 20.177)  0.0993
H (19.672, -29.740, 19.752)  0.1499
H (19.947, -7.600, 14.368)  0.1196
C (21.684, -6.296, 15.488)  0.0622
O (20.125, -13.729, 17.940)  -0.0934
O (21.326, -15.433, 17.719)  -0.0464
C (16.917, -12.607, 22.829)  0.0410
F (25.178, -11.961, 12.299)  -0.2942
C (19.630, -7.584, 15.411)  0.0528
C (13.302, -17.411, 14.216)  0.0339
H (21.916, -21.486, 21.150)  0.1163
H (16.146, -15.003, 13.606)  0.1619
C (16.621, -10.108, 23.184)  -0.1371
H (14.814, -16.049, 21.498)  0.1203
C (10.643, -16.005, 15.215)  0.0590
H (23.920, -23.608, 22.402)  0.1478
F (23.184, -12.332, 10.890)  -0.2711
C (23.363, -24.101, 21.618)  0.0820
H (23.269, -4.616, 19.840)  0.1258
H (17.167, -14.647, 22.318)  0.1643
H (17.882, -8.558, 25.864)  0.1618
C (18.074, -6.417, 24.680)  0.0437
H (24.072, -28.036, 20.792)  0.1377
C (14.555, -17.838, 14.066)  -0.0060
H (17.449, -16.999, 12.847)  0.1239
C (16.522, -13.781, 22.285)  0.0175
H (9.446, -13.071, 13.019)  0.1570
H (17.242, -5.778, 24.977)  0.1312
N (21.702, -30.252, 20.248)  -0.0448
N (9.044, -14.352, 14.580)  -0.0590
H (11.795, -13.920, 12.749)  0.1362
H (28.406, -5.484, 20.214)  0.1187
H (24.255, -13.052, 20.238)  0.1048
C (14.910, -11.651, 22.089)  0.0561
C (26.156, -13.130, 19.178)  -0.3036
C (16.694, -9.034, 22.300)  0.0720
H (23.129, -21.395, 19.843)  0.1173
H (21.186, -25.569, 18.881)  0.1424
H (17.352, -6.959, 22.132)  0.1491
C (20.620, -29.361, 20.106)  0.0786
N (22.771, -23.264, 20.684)  -0.0874
H (13.661, -12.916, 20.870)  0.1528
C (22.067, -27.490, 20.489)  -0.1514
H (24.971, -14.316, 17.880)  0.1619
C (11.125, -14.421, 13.433)  0.0429
N (26.583, -4.947, 19.595)  -0.1064
H (28.009, -3.647, 20.036)  0.1371
C (13.979, -15.158, 13.885)  0.0657
C (15.125, -15.201, 20.888)  0.0489
C (24.210, -4.887, 19.386)  0.0743
H (10.881, -16.827, 15.873)  0.1290
N (15.512, -16.963, 13.787)  -0.0748
C (14.566, -12.851, 21.455)  0.0506
C (11.539, -15.539, 14.203)  -0.0904
C (22.064, -6.897, 18.143)  0.0728
H (6.991, -14.388, 14.997)  0.1190
C (26.717, -5.671, 18.434)  0.0662
H (23.748, -30.516, 20.598)  0.1622
H (14.794, -18.887, 14.159)  0.1634
H (23.544, -5.355, 15.436)  0.1479
C (23.052, -6.105, 17.489)  -0.1429
H (25.389, -12.874, 17.257)  0.1794
N (20.260, -14.942, 17.888)  -0.7614
H (14.285, -10.771, 22.126)  0.1426
F (23.669, -11.130, 14.268)  -0.3781
N (25.737, -13.666, 17.779)  0.0994
H (27.178, -15.182, 17.657)  0.1064
H (16.356, -9.262, 21.300)  0.1350
F (23.696, -10.129, 11.970)  -0.3105
H (21.654, -23.145, 18.930)  0.1554
H (18.795, -6.887, 15.474)  0.1204
C (22.897, -21.826, 20.816)  0.0188
C (9.871, -13.896, 13.571)  0.0504
H (21.420, -5.881, 14.527)  0.1648
F (23.284, -13.486, 13.162)  -0.3071
H (7.928, -13.155, 15.947)  0.1123
H (17.891, -12.538, 23.289)  0.1475
C (17.336, -8.667, 24.939)  0.0364
C (7.778, -13.634, 14.979)  0.0485
C (17.016, -9.924, 24.467)  0.0488
C (16.123, -11.486, 22.744)  -0.1114
C (21.791, -25.182, 19.687)  0.0362
H (13.816, -14.093, 13.809)  0.1304
C (20.808, -27.961, 20.241)  0.0466
H (26.507, -14.589, 16.107)  0.1172
H (27.834, -13.676, 17.057)  0.1147
C (20.959, -7.388, 17.404)  0.0108
H (20.212, -8.031, 17.844)  0.1435
H (19.430, -8.579, 15.810)  0.1153
C (12.922, -16.082, 14.069)  -0.1049
N (17.529, -7.648, 24.106)  -0.0753
H (18.639, -5.835, 23.952)  0.1118
C (25.406, -4.605, 20.129)  0.0419
C (25.570, -5.980, 17.703)  0.0787
H (21.354, -31.945, 18.865)  0.1162
H (22.292, -32.268, 20.350)  0.1033

C51H65N8O8RuTe | wB97M-V/def2-TZVPD

Output
expectation value of S² = 6.05
2S+1 = 5
HOMO-LUMO gap (spin up / spin down) = 5.3 / 6.8 eV
total charge = -1

Last column: Löwdin charge in e.
Positions of all 134 atoms, in Å:
C (-6.319, 1.273, 5.301)  -0.2694
H (2.573, -7.054, -1.388)  0.1168
H (1.226, 3.516, -2.035)  0.1496
C (-5.350, 0.281, 5.371)  -0.0160
H (0.625, -3.245, 0.926)  0.1151
H (-7.160, -0.046, -4.076)  0.0753
O (-0.024, -2.484, 3.403)  0.0070
H (-2.521, 0.519, -1.256)  0.0238
H (-3.654, 2.634, -2.117)  0.0790
H (-7.233, -1.791, -0.878)  0.1144
H (4.830, 4.181, 0.208)  0.0776
C (-0.367, -1.990, 2.332)  -0.6666
H (4.454, -2.760, -3.639)  0.0738
H (3.710, 0.352, 2.926)  0.1042
H (-0.811, 3.090, -3.531)  0.0905
H (2.467, 4.586, -4.630)  0.0734
C (-5.411, 2.985, 2.046)  -0.0424
H (5.603, 4.018, -1.378)  0.0825
C (1.334, -2.064, -2.229)  -0.4065
C (-3.388, -1.014, 4.501)  -0.0717
C (4.086, 2.365, -3.536)  -0.0561
O (3.207, -1.183, -3.984)  -0.1286
C (2.677, -4.786, -4.218)  -0.0603
C (-6.318, 2.112, 4.196)  -0.0236
H (-7.303, 2.459, 6.816)  0.0768
C (-4.051, 2.536, -1.104)  -0.0752
C (-5.418, 1.951, 3.147)  -0.2654
O (-1.878, 1.774, 3.075)  -0.0978
H (-6.445, -2.517, 1.064)  0.0795
H (3.337, 4.201, -2.842)  0.1091
H (-5.822, 1.738, -2.812)  0.1208
O (0.523, 1.508, -1.160)  -0.2093
H (-2.119, -2.048, -2.565)  0.1017
C (-7.337, 1.450, 6.400)  -0.0569
H (-3.610, -1.506, -1.809)  0.1098
H (5.297, -1.261, -4.066)  0.0805
H (0.924, 5.057, -3.871)  0.0908
H (6.639, -2.115, 0.245)  0.0920
C (4.171, 1.835, -0.670)  -0.0829
H (0.967, 4.417, -5.530)  0.0780
C (1.672, -6.452, -1.397)  -0.0070
C (1.413, 4.322, -4.538)  -0.1079
H (0.518, -7.787, -0.185)  0.0995
C (0.520, -6.863, -0.749)  -0.0826
C (-0.632, -6.091, -0.842)  -0.0719
N (3.671, 3.116, -1.158)  -0.1916
H (5.109, 1.534, -1.165)  0.0895
C (-0.596, -4.882, -1.515)  -0.0170
C (1.787, 0.231, -2.704)  -0.1693
C (-5.620, -1.817, 1.199)  -0.0759
H (-8.348, 1.286, 6.019)  0.0770
C (1.748, 2.803, -2.691)  -0.2122
H (-4.684, -2.389, 1.143)  0.0507
H (-7.024, 2.937, 4.150)  0.1179
H (1.951, -5.504, -4.606)  0.0976
C (3.895, 1.074, -3.899)  -0.0487
C (-0.131, 2.541, -4.208)  -0.0885
C (-4.428, 0.076, 4.347)  -0.2975
H (-0.645, 3.996, 1.803)  0.0815
H (-1.549, -6.403, -0.359)  0.1088
H (-5.298, -0.353, 6.252)  0.1133
C (1.689, -5.266, -2.118)  -0.2606
C (-6.573, -0.927, -0.909)  -0.0226
C (-4.856, 1.260, -0.971)  -0.3047
H (5.816, -3.359, 1.216)  0.0944
H (4.923, 2.883, -3.996)  0.0941
C (-5.782, 1.029, -1.989)  -0.0266
C (5.961, -2.972, 0.205)  -0.0823
N (1.258, 2.959, -4.072)  -0.1936
H (-0.224, 1.474, -4.003)  0.0709
C (2.176, 0.025, 1.465)  -0.1118
C (4.456, -1.680, -3.509)  -0.0763
H (2.360, -3.777, -4.465)  0.0746
C (-5.661, -0.751, 0.124)  -0.2908
H (5.309, -1.203, 1.858)  0.0971
C (3.429, -0.169, 2.017)  -0.0943
H (-7.954, -1.318, -3.139)  0.0725
O (2.840, -4.976, -2.804)  -0.1157
H (0.425, 2.863, 2.635)  0.0810
H (-4.714, 3.390, -0.933)  0.0828
H (-2.387, -0.666, 4.233)  0.0608
H (-6.074, 2.706, 1.227)  0.0807
H (-4.408, 3.114, 1.640)  0.0663
C (-4.784, 0.360, 0.105)  -0.2879
H (-8.500, 0.354, -3.005)  0.0796
H (2.883, -3.188, -1.498)  0.1256
N (-0.859, -2.162, -0.081)  -0.0981
O (-2.980, -3.113, 0.011)  -0.0153
C (3.947, -1.713, 0.272)  -0.2290
O (-0.716, -0.769, 2.121)  -0.2463
C (-2.526, -1.518, -1.704)  -0.1411
H (4.356, 1.921, 0.402)  0.0798
Ru (-0.158, -0.228, -0.311)  1.4496
C (2.681, -1.511, -0.287)  -0.1727
H (-0.454, 2.719, -5.235)  0.0790
H (-1.038, -3.746, 1.293)  0.1134
N (0.889, -0.879, -2.520)  0.0954
C (4.332, -1.045, 1.421)  -0.0368
C (-6.642, -0.056, -1.987)  -0.2697
N (-1.929, 1.491, 0.822)  -0.2482
H (-7.165, 0.741, 7.211)  0.0696
H (-0.247, -2.813, -3.111)  0.1226
C (1.376, 1.449, -2.149)  -0.3387
N (0.621, -3.141, -2.722)  0.1546
H (-3.607, -1.877, 3.866)  0.0798
C (1.765, -0.646, 0.303)  -0.1730
C (3.248, 3.147, -2.576)  -0.2849
Te (-3.234, 0.182, 1.633)  1.9651
H (4.584, -1.455, -2.449)  0.0830
H (0.277, 2.821, 0.847)  0.0532
C (-1.403, 2.021, 1.946)  -0.7518
H (1.478, 0.679, 1.972)  0.0857
H (4.608, 0.691, -4.623)  0.1048
H (-3.358, -1.366, 5.531)  0.0812
C (-2.143, -2.339, -0.465)  -0.6056
C (4.635, 4.161, -0.866)  -0.1185
H (-1.688, 0.152, -2.623)  0.0823
H (-1.480, -4.255, -1.533)  0.0938
C (-4.506, 0.894, 3.209)  -0.2963
C (2.935, 0.096, -3.508)  -0.2093
N (-1.921, -0.173, -1.695)  -0.0197
H (-5.748, 3.945, 2.440)  0.0806
C (-0.249, 2.978, 1.787)  -0.0150
H (-3.221, 2.596, -0.408)  0.0304
C (-0.395, -2.892, 1.088)  -0.1330
C (0.576, -4.426, -2.115)  -0.1652
H (3.437, 1.045, -0.812)  0.0635
C (-7.617, -0.281, -3.115)  -0.0529
O (4.728, -2.626, -0.393)  -0.1140
N (2.389, -2.312, -1.427)  0.1771
H (6.401, -3.745, -0.421)  0.0893
H (4.236, 5.136, -1.153)  0.0770
H (-5.709, -1.387, 2.199)  0.0644
H (3.649, -4.988, -4.662)  0.0881

The records above yield energy relative to the best compared isomer or geometry (same formula, charge and spin) values of 36.3, 0.0, 36.1 kcal/mol, respectively.
The records above yield DFT total energy values of -282013.7423, -154083.0829, -92116.3373 eV, respectively.